[1]
117
Properties=species:S:1:pos:R:3 method="wB97M-V/def2-TZVPD" orbital_gap_ha=0.2184 homo_energy_ev=-10.71 total_charge=+1 max_force_ev_per_a=12.588
C -3.1308 0.5642 4.9348
C -0.9768 0.1312 -5.6752
C -5.3528 -0.2098 3.9518
C 1.6062 1.3452 -6.5732
C -4.5648 0.7022 4.9078
C 1.1262 1.6312 8.0538
C 2.4802 -1.6588 1.2938
H -1.2018 -0.2658 -7.7692
O -4.9688 1.8642 5.5348
H 0.1522 1.5562 4.0568
H 2.7102 -2.2258 2.0668
H -3.6258 2.0342 -1.8202
H -0.1088 4.2072 0.0918
O -1.2818 5.5922 2.4538
H 3.4472 4.0512 -1.1012
C -0.7238 -3.6848 -5.9342
C 0.9972 -0.7338 -0.3602
H 1.0792 6.1372 4.5298
H 0.4042 -4.4318 -7.7912
C 0.5842 2.6772 9.0298
H 0.6242 -2.8148 1.7518
C 0.7542 -6.1308 -3.7692
C 0.7732 0.6542 -7.5172
H 1.9212 -2.4168 -3.3802
H 0.9822 6.8062 2.8538
O 2.8672 -5.0528 -1.0312
H 1.3622 -1.2918 -1.1562
H -3.5848 -2.8088 1.9158
C 2.6212 4.0122 -1.7062
C 1.3842 3.4592 -1.0342
H -1.6828 -3.0258 -2.3312
O -0.6118 -2.9518 -2.3672
C -0.8538 4.6532 4.6438
H 3.0762 -0.7068 1.1998
H 1.1402 1.6432 1.3338
H -0.8068 -2.4698 1.0448
H 1.0902 5.3462 0.0568
H 2.8332 3.8762 -2.5972
H -0.1428 -0.4628 -0.6362
H 2.4542 -0.3108 8.6358
H -1.5258 -0.6638 4.1888
O 0.5792 1.3162 6.9938
H -2.2378 3.1902 1.9698
O 1.4072 -6.7328 -5.9292
C -0.1708 0.7702 -4.6352
C 3.1642 -6.1508 -4.4852
C 2.5762 -5.4098 -2.1622
N 1.1082 -1.3658 0.9528
O -5.3298 -1.9788 2.2488
H 2.6522 1.3252 9.3328
C 1.2682 -2.7168 -4.0852
H 4.5232 -5.4638 -2.6012
C -0.5128 0.0302 -7.0582
C 1.1092 1.4572 -5.1462
H -1.8448 4.0932 4.6268
C -0.1948 -3.0608 -3.7112
O 2.6332 1.8662 -6.8902
C -1.1558 -3.6178 -4.6272
O 0.8742 2.4942 -1.4372
C 0.4352 6.7322 3.7578
O -2.1018 -0.3188 -5.3732
H 0.6092 -3.2378 0.0498
H 1.5872 1.9882 -4.3972
O 4.0082 -6.5708 -5.4942
H -0.6908 -0.1328 1.7458
H -2.0178 2.7072 -1.5332
H -0.6908 -5.8408 -1.4932
H -0.0268 7.7202 3.9938
C 0.6992 -3.4508 -6.3992
O -2.7488 -2.3738 2.3508
C 1.6872 -2.7198 -5.5342
H 0.2182 2.1972 10.0768
C 2.4612 0.8112 8.4348
H 0.4922 -0.7578 2.8548
H 3.1622 0.8832 7.6698
C -2.8258 1.8982 0.3288
C -3.2828 -1.3078 3.1298
C -3.2058 2.8222 1.5478
H 1.3442 3.3202 9.3588
H -1.2498 -4.3388 -6.4932
O -0.4818 0.7562 -3.3342
H -3.9608 3.6082 1.1328
H 3.3462 -7.0338 -6.0372
O -2.4738 0.7252 0.3208
O 1.2082 0.5692 -8.8312
H -3.6708 2.3312 2.2938
H 1.3652 3.8642 1.2018
O 0.2282 1.6482 3.0858
C -4.7088 -1.2008 3.0978
O 0.2622 -5.7558 -1.3392
C 0.8552 4.3622 0.2448
O 2.6402 -2.1358 -5.8572
H -0.2278 1.5692 -2.9282
H -0.3168 2.9062 8.4878
H -3.2978 3.4522 -0.8112
H 2.2772 5.0462 -1.9142
C 1.0932 1.0472 2.1878
H 2.1102 1.0502 2.6958
O -2.2878 -4.0418 -4.3582
C -2.5028 -0.4668 4.1598
H 2.9602 -2.3848 0.7588
C 1.1242 -5.7518 -2.4112
H -0.0518 3.8472 4.4848
H -4.2398 2.3392 5.7238
H -0.2478 -6.5368 -3.9382
C 1.7822 -6.2718 -4.7962
C 0.4402 -0.3688 1.9028
O 1.1732 -3.9288 -7.5832
O -2.4468 1.3482 5.6738
H -0.8248 5.2542 5.6318
H -6.3248 0.1052 3.9498
H 1.6932 1.3262 -8.7932
C 0.4282 -2.6648 0.8958
H 1.5392 0.2122 -0.5222
C -0.6008 5.6482 3.6038
C -3.0258 2.4842 -0.9912
C 3.5312 -5.6578 -3.0092

[2]
107
Properties=species:S:1:pos:R:3 method="wB97M-V/def2-TZVPD" s2=2.006 orbital_gap_ha="0.1850 / 0.1861" homo_energy_ev="-8.49 / -8.51" total_charge=+1 spin_multiplicity=3 max_force_ev_per_a=4.221
C 9.5847 -6.3366 14.6833
C 7.7053 -11.2700 11.4911
H 16.1244 -10.5738 17.3396
H 12.8144 -13.6385 19.8754
H 14.9527 -6.0330 13.9426
H 11.2261 -13.2499 20.5995
N 9.2193 -6.2666 9.9422
N 9.5546 -10.2130 12.6051
C 12.4315 -9.9033 17.8309
Br 9.5199 -11.8960 16.2889
C 15.0667 -10.3999 17.4835
H 13.0197 -10.1943 7.3121
H 14.9996 -6.6394 12.3190
H 6.8246 -11.5513 18.0428
H 8.2045 -8.7519 16.7480
H 7.7576 -14.1076 20.5372
N 11.7314 -8.5235 12.5453
H 8.2163 -11.4231 13.5720
C 7.7671 -7.4789 12.8811
C 11.1146 -14.0737 18.5399
H 7.0445 -7.8730 12.1684
H 9.4079 -13.5320 20.9977
H 12.2055 -11.1169 12.6491
H 9.4190 -9.2070 9.3479
C 8.6602 -7.3595 15.1693
C 9.1449 -9.7931 10.2443
H 10.5493 -16.2208 18.2721
Si 9.3537 -13.4363 18.0414
H 10.2572 -5.9084 15.4123
H 15.7738 -10.5055 15.0337
H 11.9708 -15.9696 19.3337
C 13.2446 -9.8435 18.9452
H 10.3548 -15.6158 19.9497
H 6.3885 -13.0880 18.9309
H 12.4705 -12.8508 14.8085
C 12.8290 -9.3884 7.9973
H 6.9693 -16.3768 17.5759
H 10.2287 -5.1186 13.0370
O 12.2359 -11.2476 13.6143
H 8.4211 -16.1912 15.5116
H 9.3752 -14.6604 15.2005
C 14.6873 -10.7124 15.0113
C 6.9382 -12.1320 18.9894
C 14.1820 -10.4692 16.3973
H 7.4261 -10.8350 9.4328
H 7.9705 -12.5974 21.4720
H 11.7215 -14.6392 16.4786
C 7.0336 -14.1777 16.4312
C 13.0596 -7.1057 8.6603
H 8.5404 -16.4369 18.5203
C 8.4129 -13.2050 20.6475
C 13.0144 -12.4341 13.9491
H 13.3461 -6.0756 8.4362
H 12.8223 -9.6385 19.9152
N 12.8721 -10.2138 16.5986
H 14.2692 -9.8925 14.3932
C 14.4551 -12.0593 14.2926
N 12.9188 -7.8775 12.4402
C 12.0501 -9.6333 9.1201
N 14.4863 -6.4697 13.1652
H 10.1432 -10.9858 19.7862
H 12.9628 -13.1595 13.1096
C 8.4551 -10.9866 12.6128
H 11.3817 -9.6896 17.9092
C 9.5791 -5.9043 13.3851
C 8.8803 -7.9721 16.3831
C 9.0845 -15.4075 15.9675
H 11.9449 -12.1718 19.3390
C 9.9724 -9.6705 11.4107
C 8.2803 -14.7290 17.0843
C 14.6137 -10.0753 18.7594
Pr 11.0268 -9.4547 14.6668
H 13.0333 -14.4998 17.7104
H 12.3338 -12.9964 17.0100
C 13.3654 -8.1122 7.7734
H 6.6328 -14.9633 15.7598
H 6.2358 -13.9316 17.1606
C 9.0092 -6.3889 11.0920
C 9.0551 -10.9845 19.5289
H 6.8742 -11.9431 11.5783
C 8.0544 -10.6457 10.2938
C 7.7563 -15.7755 18.0914
H 6.4866 -11.5450 19.8196
C 12.3570 -7.3688 9.8323
H 9.4631 -7.4520 17.1391
H 13.9891 -7.9085 6.9214
H 15.3062 -9.9917 19.5733
C 8.7253 -6.5263 12.4669
C 10.9778 -15.5415 19.0281
H 7.2355 -15.2874 18.9606
H 15.0418 -11.9594 13.3676
H 14.8974 -12.8792 14.8714
H 11.5719 -10.5791 9.2496
H 12.1607 -6.5753 10.5539
H 7.1909 -13.2980 15.7728
C 12.0898 -14.0328 17.3429
C 8.4209 -12.3701 19.3441
C 7.7357 -7.9034 14.1784
H 8.9213 -10.3517 18.6232
H 6.9724 -8.6135 14.4881
C 11.7949 -13.2468 19.6516
H 10.0429 -15.8897 16.3318
C 11.1713 -8.9194 11.3609
C 11.8782 -8.6510 10.0993
H 8.5708 -10.4497 20.3969
C 13.3868 -7.1987 13.4784
S 12.8642 -7.1245 15.1327